The following is a DFT calculation (wB97M-V/def2-TZVPD) of a 7-piece molecular cluster, C51H97BCl2N2O18PS6 overall at a distorted geometry.

Structure (XYZ):
```
178
C51H97BCl2N2O18PS6 (wB97M-V/def2-TZVPD)
C -1.222 -5.836 0.374
C -1.135 -6.628 -0.957
C -1.463 -5.793 -2.216
C -0.168 -5.530 -3.041
C 0.995 -4.933 -2.225
C 0.631 -3.608 -1.475
C 1.643 -2.513 -1.943
C 1.587 -1.265 -1.016
P 3.093 -0.139 -1.157
C 2.167 1.484 -1.661
C 0.936 1.461 -2.552
C 0.661 0.543 -3.550
C -0.488 0.540 -4.301
C -1.452 1.489 -4.089
C -1.200 2.454 -3.130
C -0.050 2.454 -2.379
C 0.064 3.595 -1.369
C 4.386 -1.467 -0.423
Cl 5.706 -0.691 0.585
C 3.800 -2.546 0.514
C 3.261 -2.018 1.848
Cl 5.184 -3.693 1.009
O 4.530 0.931 -1.284
C 5.193 0.894 -2.507
C 6.691 0.584 -2.501
C 7.516 1.478 -1.532
C 8.633 0.621 -0.895
C 9.915 1.405 -0.556
C 10.989 0.388 -0.056
N 12.020 0.059 -1.058
C 4.326 0.068 -3.525
C 3.799 0.975 -4.634
O 3.269 0.159 -5.714
N 2.717 0.969 -6.695
O 1.718 0.505 -7.104
B 5.143 -1.086 -4.329
O 6.048 -0.731 -5.302
O 4.962 -2.426 -4.026
O 3.412 -0.683 -2.768
H -1.995 -5.069 0.286
H -0.266 -5.395 0.661
H -1.506 -6.552 1.154
H -1.900 -7.414 -0.874
H -0.177 -7.148 -1.054
H -2.110 -6.384 -2.880
H -1.944 -4.837 -2.000
H 0.166 -6.525 -3.381
H -0.381 -4.944 -3.943
H 1.408 -5.662 -1.521
H 1.794 -4.707 -2.942
H 0.797 -3.766 -0.406
H -0.390 -3.295 -1.712
H 2.621 -2.999 -1.889
H 1.355 -2.270 -2.970
H 0.631 -0.793 -1.281
H 1.418 -1.615 0.008
H 2.911 0.260 0.217
H 1.872 1.935 -0.713
H 2.848 2.233 -2.096
H 1.386 -0.238 -3.767
H -0.619 -0.245 -5.042
H -2.388 1.504 -4.641
H -1.960 3.215 -2.954
H -0.417 3.378 -0.418
H 1.126 3.825 -1.237
H -0.360 4.497 -1.829
H 4.855 -1.975 -1.273
H 3.069 -3.209 0.058
H 2.706 -2.835 2.330
H 2.544 -1.209 1.695
H 4.060 -1.695 2.512
H 5.133 1.970 -2.808
H 6.817 -0.450 -2.144
H 7.124 0.703 -3.499
H 6.862 1.894 -0.758
H 7.935 2.318 -2.101
H 8.915 -0.111 -1.668
H 8.289 0.071 -0.019
H 9.691 2.027 0.322
H 10.298 1.997 -1.391
H 11.421 0.700 0.903
H 10.462 -0.549 0.162
H 12.058 0.737 -1.807
H 11.798 -0.850 -1.440
H 4.650 1.534 -5.046
H 3.053 1.705 -4.301
H 6.627 -1.485 -5.475
H 4.132 -2.758 -4.387
C -2.026 1.514 3.705
C -0.898 2.197 4.483
C 0.428 1.698 3.899
S 0.096 1.277 2.186
O 0.259 -0.144 2.021
O 0.755 2.222 1.322
C -1.655 1.643 2.230
H -2.994 1.968 3.916
H -2.079 0.463 3.984
H -0.974 3.281 4.357
H -0.961 1.985 5.549
H 1.204 2.459 3.933
H 0.771 0.795 4.403
H -2.190 0.948 1.586
H -1.792 2.664 1.874
C 1.951 6.855 -3.698
C 1.458 7.778 -4.820
C 0.170 8.451 -4.329
S 0.297 8.528 -2.538
O -0.726 7.688 -1.970
O 0.466 9.900 -2.127
C 1.865 7.677 -2.416
H 2.965 6.503 -3.879
H 1.298 5.981 -3.625
H 2.215 8.539 -5.025
H 1.286 7.230 -5.746
H 0.060 9.459 -4.721
H -0.710 7.859 -4.576
H 1.884 7.071 -1.513
H 2.649 8.434 -2.379
C -5.730 -4.541 -4.256
C -6.111 -5.891 -3.635
C -5.601 -5.892 -2.189
S -5.582 -4.173 -1.667
O -4.216 -3.778 -1.437
O -6.613 -3.960 -0.677
C -6.116 -3.486 -3.224
H -6.237 -4.373 -5.205
H -4.652 -4.509 -4.438
H -7.198 -5.999 -3.642
H -5.696 -6.726 -4.199
H -6.253 -6.458 -1.527
H -4.582 -6.272 -2.121
H -5.631 -2.525 -3.387
H -7.199 -3.358 -3.173
C -3.398 -2.769 8.066
C -2.590 -3.652 7.105
C -2.367 -2.846 5.819
S -2.379 -1.117 6.306
O -3.523 -0.480 5.708
O -1.050 -0.575 6.176
C -2.728 -1.399 8.036
H -3.419 -3.182 9.074
H -4.429 -2.688 7.713
H -1.627 -3.896 7.558
H -3.099 -4.592 6.894
H -1.412 -3.077 5.354
H -3.174 -2.996 5.104
H -3.359 -0.599 8.417
H -1.776 -1.414 8.568
C -1.194 3.441 10.666
C -0.101 4.133 9.841
C -0.412 3.877 8.361
S -2.193 3.669 8.251
O -2.472 2.315 7.848
O -2.767 4.796 7.566
C -2.516 3.818 10.005
H -1.168 3.748 11.711
H -1.054 2.358 10.629
H -0.119 5.206 10.041
H 0.892 3.769 10.101
H -0.113 4.711 7.731
H 0.053 2.959 8.005
H -3.341 3.166 10.283
H -2.776 4.858 10.206
C -10.683 -0.229 -1.724
C -9.414 0.292 -1.039
C -8.215 -0.369 -1.729
S -8.738 -0.721 -3.411
O -8.768 -2.153 -3.590
O -8.033 0.138 -4.325
C -10.417 -0.134 -3.224
H -11.563 0.346 -1.439
H -10.854 -1.270 -1.441
H -9.355 1.377 -1.158
H -9.415 0.081 0.029
H -7.347 0.286 -1.757
H -7.950 -1.315 -1.256
H -11.088 -0.745 -3.822
H -10.445 0.900 -3.566
```

E = -7140.9647 Eh
Charge = -1
E_LUMO = 1.417 eV
Orbital gap = 5.9744 eV
E_HOMO = -4.56 eV

Atom charges from the Löwdin analysis, given in e for atoms 1 to 2:
1. C -0.0961
2. C -0.2488


The following is a DFT calculation (wB97M-V/def2-TZVPD) of C52H101IN3O10PSSi3 as an isolated structure at a distorted geometry.

Structure (XYZ):
```
172
C52H101IN3O10PSSi3 (wB97M-V/def2-TZVPD)
C -3.353 0.345 -2.016
C -3.577 1.108 -0.634
C -2.901 2.521 -0.591
C -2.733 3.104 0.865
Si -1.157 2.447 1.754
O -0.203 1.770 0.519
Si 1.204 0.928 1.026
C 2.257 0.724 -0.586
C 3.820 0.643 -0.358
C 4.317 -0.739 0.279
C 4.711 -0.645 1.805
C 5.972 -1.492 2.222
C 5.642 -2.616 3.289
C 4.893 -2.084 4.568
C 5.781 -2.090 5.898
Si 5.788 -0.319 6.657
C 4.033 0.469 6.625
C 6.333 -0.296 8.480
C 6.870 0.740 5.496
C 6.565 2.125 5.124
C 7.463 2.792 4.192
C 8.634 2.164 3.613
C 8.951 0.794 3.989
C 8.067 0.108 4.920
C 0.797 -0.875 1.577
C 0.066 -1.686 0.395
C 1.056 -2.609 -0.425
I -1.481 -3.039 1.181
P 2.525 1.991 2.448
O 2.920 3.526 1.867
O 1.879 2.051 4.000
C -0.389 4.019 2.572
O -0.431 4.198 3.811
O 0.125 4.845 1.735
S -1.890 1.036 3.255
C -3.263 1.925 4.134
O -2.536 -0.134 2.598
O -0.924 0.672 4.305
H -2.280 0.377 -2.345
H -3.567 -0.744 -1.807
H -4.060 0.677 -2.814
H -4.693 1.144 -0.479
H -3.178 0.423 0.156
H -1.943 2.541 -1.171
H -3.600 3.225 -1.134
H -2.610 4.219 0.744
H -3.649 2.981 1.509
H 1.861 -0.087 -1.243
H 2.072 1.692 -1.142
H 4.286 0.655 -1.390
H 4.254 1.534 0.165
H 3.509 -1.489 0.096
H 5.218 -1.112 -0.289
H 3.806 -0.895 2.410
H 4.939 0.438 2.004
H 6.671 -0.779 2.749
H 6.547 -1.896 1.351
H 6.559 -3.212 3.528
H 4.931 -3.325 2.772
H 4.398 -1.096 4.416
H 4.057 -2.815 4.770
H 5.385 -2.767 6.696
H 6.810 -2.408 5.600
H 3.657 0.588 5.575
H 4.048 1.475 7.116
H 3.361 -0.208 7.209
H 7.304 -0.816 8.669
H 6.329 0.732 8.926
H 5.544 -0.873 9.049
H 5.664 2.650 5.522
H 7.236 3.836 3.868
H 9.307 2.673 2.882
H 9.834 0.267 3.558
H 8.348 -0.944 5.174
H 1.749 -1.430 1.777
H 0.104 -0.918 2.451
H -0.382 -0.897 -0.271
H 1.918 -2.991 0.184
H 0.472 -3.530 -0.706
H 1.380 -2.167 -1.405
H 3.502 3.949 2.524
H 2.482 2.500 4.614
H -4.247 1.801 3.629
H -3.236 1.572 5.194
H -2.945 3.007 4.140
C 1.730 -3.386 -7.074
C 1.880 -2.453 -5.849
C 1.922 -0.979 -6.293
C 3.254 -0.562 -6.900
C 4.394 -0.884 -5.940
C 4.412 -2.364 -5.515
N 3.075 -2.849 -5.044
O 2.899 -2.383 -3.814
C 4.915 -3.215 -6.705
C 5.506 -2.558 -4.447
C 0.553 -2.665 -5.097
H 1.314 -4.353 -6.779
H 1.051 -2.949 -7.810
H 2.653 -3.603 -7.602
H 1.721 -0.332 -5.431
H 1.120 -0.780 -7.008
H 3.402 -1.055 -7.866
H 3.244 0.511 -7.106
H 5.348 -0.624 -6.409
H 4.304 -0.245 -5.055
H 4.743 -4.280 -6.529
H 5.991 -3.085 -6.848
H 4.472 -2.937 -7.661
H 5.364 -1.913 -3.578
H 6.489 -2.311 -4.854
H 5.542 -3.595 -4.104
H 0.477 -3.681 -4.703
H -0.295 -2.509 -5.766
H 0.426 -1.969 -4.265
C -4.871 -5.044 -7.980
C -3.470 -5.363 -7.407
C -3.353 -6.860 -7.065
C -4.076 -7.253 -5.784
C -3.604 -6.381 -4.626
C -3.757 -4.877 -4.917
N -3.180 -4.479 -6.240
O -1.865 -4.430 -6.088
C -5.258 -4.509 -4.839
C -3.128 -4.082 -3.758
C -2.542 -5.095 -8.609
H -4.851 -4.127 -8.574
H -5.212 -5.850 -8.635
H -5.650 -4.905 -7.239
H -2.295 -7.128 -6.956
H -3.729 -7.465 -7.894
H -5.160 -7.175 -5.921
H -3.875 -8.303 -5.556
H -4.166 -6.640 -3.723
H -2.556 -6.613 -4.412
H -5.441 -3.512 -5.244
H -5.600 -4.500 -3.802
H -5.911 -5.223 -5.341
H -2.079 -4.335 -3.596
H -3.639 -4.294 -2.817
H -3.200 -3.007 -3.936
H -2.533 -4.035 -8.876
H -2.885 -5.653 -9.484
H -1.513 -5.407 -8.423
C -4.544 7.433 5.072
C -5.349 6.755 3.939
C -6.468 7.687 3.436
C -7.663 7.768 4.373
C -8.199 6.372 4.666
C -7.118 5.426 5.220
N -5.867 5.426 4.396
O -6.114 4.696 3.313
C -6.811 5.826 6.682
C -7.721 4.014 5.353
C -4.308 6.642 2.809
H -3.551 6.987 5.165
H -4.406 8.497 4.864
H -4.995 7.372 6.057
H -6.822 7.339 2.459
H -6.071 8.692 3.270
H -7.387 8.285 5.297
H -8.451 8.371 3.913
H -9.026 6.444 5.379
H -8.622 5.954 3.746
H -5.909 5.329 7.046
H -7.628 5.530 7.345
H -6.709 6.901 6.830
H -8.114 3.634 4.408
H -8.559 4.018 6.053
H -6.980 3.304 5.728
H -3.504 5.951 3.075
H -3.853 7.615 2.612
H -4.745 6.307 1.866
```

E = -4864.2523 Eh
Charge = -1
E_LUMO (alpha / beta) = 1.904 / 1.272 eV
Orbital gap (alpha / beta) = 6.4994 / 5.8678 eV
E_HOMO (alpha / beta) = -4.60 / -4.60 eV
Multiplicity = 4

Atom charges from the Löwdin analysis, given in e for atoms 1 to 2:
1. C -0.1273
2. C -0.2524


- charge of number 1 (C51H97BCl2N2O18PS6)?
  -1


- E of number 2 (C52H101IN3O10PSSi3)?
  -4864.2523 Eh